1.
Below is a molecular structure, C28H19F5MnN9OSe, with properties calculated with ωB97M-V with the def2-TZVPD basis set.

```
! wB97M-V def2-TZVPD RIJCOSX def2/J DEFGRID3
* xyz 2 5
Se -0.249 3.116 -0.582
Mn -0.366 0.634 -0.345
F -3.035 2.048 0.560
F -1.038 5.939 -1.215
F -3.340 7.261 -0.880
F -5.511 5.995 0.161
F -5.325 3.372 0.871
O 0.267 -1.679 -1.288
N 1.753 0.881 0.067
N -0.278 0.424 1.601
N -0.245 0.276 -2.268
N -4.487 -1.606 0.905
N -0.507 2.023 -3.820
N -0.248 0.367 8.647
N 4.215 1.766 0.958
N -2.145 -0.422 0.050
N 0.062 -0.175 -4.434
C -0.259 0.363 5.842
C -1.179 -0.388 6.570
C -3.588 -1.156 1.773
C 0.137 -1.047 -2.317
C -2.410 -0.556 1.361
C -0.262 0.362 4.363
C -1.372 -0.082 3.635
C -1.960 3.951 -0.347
C 3.980 1.557 -0.326
C -4.376 5.346 -0.001
C 1.981 1.090 1.377
C 0.864 0.770 3.639
C -4.217 -1.460 -0.382
C 0.665 1.118 6.561
C -2.081 5.289 -0.696
C -1.349 -0.052 2.259
C 0.624 1.087 7.945
C -1.126 -0.354 7.955
C -3.040 -0.865 -0.824
C 0.835 0.783 2.262
C -4.280 4.011 0.357
C 3.218 1.536 1.808
C -3.081 3.345 0.180
C 0.347 -1.441 -3.760
C -0.240 0.765 -3.544
C -3.266 5.989 -0.531
C 2.740 1.118 -0.786
C 0.163 0.050 -5.873
H 1.773 1.038 4.155
H 3.420 1.719 2.856
H -4.949 -1.822 -1.093
H -0.807 0.320 -6.289
H -0.607 2.664 -3.034
H -0.339 -2.235 -4.058
H -2.252 -0.441 4.146
H -3.821 -1.278 2.823
H 1.372 -1.773 -3.936
H 0.492 -0.873 -6.341
H -2.825 -0.734 -1.875
H 2.545 0.965 -1.839
H 1.395 1.756 6.082
H 0.900 0.824 -6.090
H -1.828 -0.941 8.536
H -0.491 2.379 -4.762
H -1.916 -1.024 6.101
H 1.329 1.676 8.520
H 4.789 1.744 -1.021
*
```

Output
<S²>: 6.09
max |F|: 0.38 eV Å⁻¹
electronic energy: -5697.767999 Eh
frontier orbital gap (alpha / beta): 0.2079 / 0.2299 Ha
LUMO level (alpha / beta): -7.9 / -7.4 eV

Löwdin atomic charge list, values in e, 8 entries:
1. Se 0.891
2. Mn 0.773
3. F 0.058
4. F 0.089
5. F 0.163
6. F 0.171
7. F 0.144
8. O 0.082


2.
Below is a molecular structure, C28H20AsBrF6IN5O2S2Y, with properties calculated with ωB97M-V with the def2-TZVPD basis set.

```
! wB97M-V def2-TZVPD RIJCOSX def2/J DEFGRID3
* xyz 0 2
I -2.102 -1.728 1.343
Y 0.247 1.039 0.572
Br -1.322 3.790 2.584
As 2.491 3.345 0.600
S -2.480 1.619 0.049
S -0.045 1.864 -2.200
F 1.929 2.371 1.965
F 2.852 4.149 -0.847
F 2.301 1.789 -0.309
F 2.458 4.754 1.544
F 4.102 2.952 0.951
F 0.745 3.465 0.261
O 4.471 -3.953 -2.597
O 1.634 -0.395 1.356
N -0.442 1.212 3.008
N -6.844 1.540 -4.161
N -3.901 1.992 -6.906
N 0.089 -1.016 -0.824
N 4.795 -1.973 0.911
C -3.648 1.965 -5.785
C -2.036 1.982 -3.969
C 3.420 -2.584 -0.946
C -2.735 1.730 -1.626
C 1.067 -1.822 -1.050
C 4.602 -2.623 -0.257
C -2.271 -1.631 -0.737
C 4.057 -0.527 2.717
C -1.199 2.310 4.988
C -3.483 -1.887 -1.351
C -4.073 1.687 -2.090
C 3.253 -3.328 -2.248
C 2.362 -1.806 -0.416
C -0.302 0.086 5.132
C -5.745 1.645 -3.842
C -1.683 1.868 -2.597
C -3.569 -1.846 -2.737
C -1.230 -1.315 -2.870
C 0.126 -1.122 5.915
C -0.870 1.201 5.740
C -3.334 1.912 -4.384
C 3.828 -1.256 1.428
C -0.116 0.148 3.764
C -1.136 -1.326 -1.482
C -0.955 2.270 3.626
C -2.441 -1.573 -3.494
C 2.560 -1.123 0.790
C -4.376 1.757 -3.421
H -0.347 -1.062 -3.445
H -4.866 1.577 -1.363
H 2.943 -2.622 -3.030
H 5.439 -3.190 -0.637
H -2.504 -1.548 -4.575
H -1.048 1.205 6.809
H 0.881 -2.625 -1.766
H 2.457 -4.077 -2.145
H -1.626 3.195 5.435
H 0.337 -0.677 3.228
H 0.239 -1.990 5.268
H -4.356 -2.115 -0.755
H 5.056 -0.752 3.082
H 3.955 0.550 2.570
H 4.345 -4.431 -3.420
H 1.088 -0.940 6.399
H 3.316 -0.815 3.466
H -4.520 -2.032 -3.219
H -0.597 -1.362 6.694
H -1.242 2.101 -4.693
*
```

Output
<S²>: 0.78
max |F|: 0.27 eV Å⁻¹
electronic energy: -8044.958855 Eh
ΔE to the lowest compared entry with this formula, charge and spin: 0.081 eV
frontier orbital gap (alpha / beta): 0.2823 / 0.2012 Ha
LUMO level (alpha / beta): -0.7 / -3.0 eV

Löwdin atomic charge list, values in e, 8 entries:
1. I 1.022
2. Y 1.212
3. Br 0.842
4. As 0.751
5. S 0.600
6. S 0.781
7. F -0.277
8. F -0.184


3.
Below is a molecular structure, C28H20BBrF4IPRhSbSe4, with properties calculated with ωB97M-V with the def2-TZVPD basis set.

```
! wB97M-V def2-TZVPD RIJCOSX def2/J DEFGRID3
* xyz -2 5
I -2.004 -2.237 -1.092
Sb 0.301 0.841 -5.018
Rh 0.428 -0.955 -1.535
Br -4.775 -1.414 0.901
Se 0.667 -2.069 -3.678
Se -0.171 1.284 -2.467
Se -1.966 0.942 -5.919
Se 1.727 2.751 -5.601
P 0.461 -0.150 0.717
F 1.558 -5.636 -0.831
F 1.564 -3.418 -0.279
F -0.408 -4.477 -0.583
F 0.875 -4.965 1.225
C 4.527 0.086 -2.591
C 4.335 0.484 -0.237
C -0.518 3.842 0.950
C -5.386 0.534 -1.049
C 0.088 -2.316 2.369
C -0.416 -0.206 3.408
C -1.899 3.793 0.874
C 4.157 0.908 2.145
C 2.212 0.251 0.902
C 4.902 0.858 1.000
C -0.719 -0.864 4.587
C 5.115 0.446 -1.415
C 3.173 -0.286 -2.635
C -2.543 2.565 0.786
C -0.412 1.446 0.849
C -1.802 1.403 0.778
C -4.142 0.974 -3.054
C -3.262 -0.040 -2.726
C 0.000 -0.931 2.294
C -4.494 -0.476 -0.727
C 0.225 2.674 0.935
C -0.215 -2.970 3.550
C -0.618 -2.246 4.660
C 2.964 0.140 -0.296
C 2.791 0.603 2.093
C -5.204 1.264 -2.212
C 2.365 -0.310 -1.521
C -3.423 -0.769 -1.551
B 0.915 -4.642 -0.130
H 2.771 -0.562 -3.607
H -0.507 0.871 3.354
H -3.622 2.514 0.697
H 5.958 1.096 1.023
H -1.043 -0.294 5.450
H -6.210 0.745 -0.384
H -2.475 4.707 0.872
H -3.968 1.518 -3.971
H 2.196 0.650 2.997
H 1.304 2.720 0.959
H -2.306 0.448 0.701
H -5.895 2.058 -2.454
H -0.011 4.797 1.000
H -2.452 -0.261 -3.409
H 5.097 0.082 -3.512
H -0.857 -2.756 5.585
H 0.409 -2.891 1.515
H -0.135 -4.046 3.584
H 6.163 0.711 -1.364
H 4.610 1.184 3.087
*
```

Output
<S²>: 6.03
max |F|: 0.88 eV Å⁻¹
electronic energy: -14673.277722 Eh
ΔE to the lowest compared entry with this formula, charge and spin: 0.173 eV
frontier orbital gap (alpha / beta): 0.1936 / 0.1923 Ha
LUMO level (alpha / beta): 3.8 / 3.1 eV

Löwdin atomic charge list, values in e, 8 entries:
1. I 1.204
2. Sb -0.088
3. Rh -0.047
4. Br 0.686
5. Se 0.133
6. Se 0.273
7. Se -0.229
8. Se -0.344


4.
Below is a molecular structure, C28H20BF12N4OPdSb, with properties calculated with ωB97M-V with the def2-TZVPD basis set.

```
! wB97M-V def2-TZVPD RIJCOSX def2/J DEFGRID3
* xyz 0 1
Sb -1.341 -0.180 -1.711
Pd 1.743 -0.235 0.481
F -0.122 -4.714 2.408
F 4.712 -1.165 0.745
F 2.961 -3.330 -2.240
F 4.588 0.902 -0.838
F 4.962 -2.987 -0.377
F -3.233 4.884 1.427
F 3.041 -2.492 0.495
F 4.482 0.431 -2.937
F 4.837 -2.595 -3.040
F 2.974 -1.700 -3.654
F 5.956 -0.544 -1.684
F -7.264 -2.020 -2.471
O 2.393 -0.733 -1.318
N 1.231 0.131 2.373
N 1.555 2.710 0.821
N 1.619 1.704 -0.067
N 1.240 1.351 2.934
C 1.458 1.224 4.242
C 3.625 -2.223 -2.620
C -2.978 1.432 0.422
C -2.833 3.778 0.770
C -1.882 3.902 -0.222
C -0.749 -1.520 -0.132
C -1.154 -2.647 1.986
C -3.964 -1.805 -1.028
C -3.331 -0.946 -1.922
C -3.399 2.564 1.104
C 1.620 -0.121 4.549
C 3.659 -1.216 -1.430
C 1.957 3.833 0.224
C -5.291 -2.175 -1.207
C -5.382 -0.824 -3.210
C 2.094 2.187 -1.221
C 4.696 -0.092 -1.724
C 2.312 3.550 -1.087
C -1.358 -1.580 1.127
C -4.055 -0.471 -3.016
C 0.093 -2.579 -0.495
C -1.476 2.756 -0.891
C -2.001 1.507 -0.570
C -0.324 -3.675 1.576
C 0.315 -3.659 0.357
C 1.480 -0.770 3.332
C 4.127 -1.983 -0.140
C -5.974 -1.670 -2.294
B 0.752 2.610 2.155
H -5.793 -2.844 -0.522
H -5.953 -0.459 -4.053
H -3.583 0.188 -3.737
H 1.808 -0.560 5.512
H 2.255 1.526 -2.055
H -0.415 2.461 1.894
H 1.924 4.766 0.761
H 0.585 -2.573 -1.460
H 0.972 -4.472 0.078
H -3.450 0.485 0.657
H -3.422 -2.212 -0.183
H -0.728 2.848 -1.667
H -1.983 -0.762 1.465
H -1.620 -2.688 2.961
H -4.151 2.517 1.879
H 0.988 3.586 2.815
H 1.541 -1.821 3.093
H -1.475 4.876 -0.458
H 2.673 4.235 -1.834
H 1.459 2.096 4.873
*
```

Output
max |F|: 0.42 eV Å⁻¹
electronic energy: -2964.669115 Eh
ΔE to the lowest compared entry with this formula, charge and spin: 0.697 eV
frontier orbital gap: 0.2754 Ha
LUMO level: -1.4 eV

Löwdin atomic charge list, values in e, 8 entries:
1. Sb 1.513
2. Pd 1.066
3. F 0.065
4. F 0.160
5. F 0.160
6. F 0.160
7. F 0.193
8. F 0.061


5.
Below is a molecular structure, C28H20Cl4MgN4O5S, with properties calculated with ωB97M-V with the def2-TZVPD basis set.

```
! wB97M-V def2-TZVPD RIJCOSX def2/J DEFGRID3
* xyz -2 1
Cl 6.229 -0.677 -2.332
Cl 1.956 1.792 -6.180
Cl 5.003 1.778 -7.038
Cl 7.149 0.556 -5.101
S 0.452 -2.749 -2.345
Mg 1.277 -0.301 -1.718
O -2.055 -1.466 -0.189
O -1.411 2.038 -0.135
O 1.497 0.546 -3.520
O -0.636 0.326 -1.357
O 3.288 -0.512 -1.911
N 1.445 -2.857 0.220
N 1.400 -1.507 0.178
N 1.623 1.138 -0.006
N 1.075 -4.820 -0.815
C 2.188 -1.609 2.484
C 1.483 1.346 2.361
C 1.384 3.295 0.978
C 2.725 0.560 -3.918
C 1.627 0.577 1.211
C -2.277 -0.169 0.301
C 1.496 2.455 -0.118
C 4.521 1.100 -5.508
C -1.901 -0.114 1.779
C 1.361 2.720 2.237
C -2.115 1.036 2.539
C -1.748 1.077 3.876
C 1.036 -3.442 -0.897
C -4.262 1.461 -0.001
C -0.960 -1.181 3.735
C 1.731 -0.889 1.255
C 3.161 1.098 -5.130
C -1.313 -1.219 2.388
C -4.677 -0.892 0.156
C -6.528 0.631 -0.083
C -5.631 1.688 -0.112
C 5.053 0.006 -3.425
C -3.768 0.166 0.135
C 3.715 -0.019 -3.027
C 5.464 0.558 -4.657
C -1.173 -0.033 4.485
C -1.365 0.857 -0.478
C -6.042 -0.664 0.050
H -4.292 -1.900 0.234
H -3.563 2.286 -0.037
H -0.509 -2.052 4.196
H -6.729 -1.503 0.064
H 1.709 -5.172 -0.114
H 1.426 0.870 3.330
H 1.468 2.847 -1.127
H 1.104 -5.276 -1.712
H 2.860 -2.410 2.179
H -7.593 0.812 -0.171
H -1.446 -1.366 -0.949
H -0.894 -0.003 5.533
H 1.226 3.333 3.120
H 1.273 4.361 0.838
H -1.909 1.985 4.447
H 2.703 -0.936 3.170
H 1.347 -2.075 3.004
H -1.121 -2.099 1.789
H -5.995 2.703 -0.230
H -2.544 1.910 2.068
*
```

Output
max |F|: 0.38 eV Å⁻¹
electronic energy: -4113.594966 Eh
ΔE to the lowest compared entry with this formula, charge and spin: 0.106 eV
frontier orbital gap: 0.2050 Ha
LUMO level: 4.3 eV

Löwdin atomic charge list, values in e, 8 entries:
1. Cl 0.608
2. Cl 0.615
3. Cl 0.566
4. Cl 0.565
5. S 0.628
6. Mg 0.489
7. O -0.031
8. O 0.025


6.
Below is 2 unconnected molecules or ions with the total composition C28H20F4O4S2 in a non-equilibrium geometry, with properties calculated with ωB97M-V with the def2-TZVPD basis set.

```
! wB97M-V def2-TZVPD RIJCOSX def2/J DEFGRID3
* xyz 0 1
S -1.145 -0.871 3.494
S 0.207 -1.841 0.917
F 1.125 -1.728 -4.582
F 0.495 7.361 1.266
F -1.199 5.548 -2.784
F 4.090 -3.766 -1.476
O -2.015 -1.601 4.390
O -0.302 -0.842 -0.012
O 0.041 -0.194 3.962
O 1.598 -1.855 1.328
C -4.276 1.154 1.842
C 1.524 -0.681 -2.487
C 2.656 -2.765 -3.087
C 1.301 2.681 0.252
C 1.787 -1.719 -3.377
C 0.946 5.085 0.739
C 3.294 -2.705 -1.847
C 2.115 -0.689 -1.206
C -1.120 -4.799 -1.515
C 1.735 0.300 -0.206
C -3.536 0.204 2.552
C -2.265 2.465 1.485
C 0.072 4.150 -1.340
C -0.791 -1.945 2.219
C 0.362 6.295 0.404
C 1.319 1.576 -0.584
C -2.160 0.391 2.705
C 0.040 -3.399 0.056
C 3.101 -1.666 -0.947
C 0.934 -5.565 -0.478
C -0.485 5.393 -1.617
C -3.641 2.282 1.311
C -1.520 1.509 2.178
C -0.373 6.494 -0.768
C -1.031 -3.594 -0.817
C 0.783 3.963 -0.121
C -0.134 -5.777 -1.352
C 1.004 -4.385 0.258
H -4.013 -0.673 2.985
H -1.761 -2.797 -0.943
H 2.093 0.195 0.816
H 1.069 1.705 -1.634
H -0.449 1.633 2.325
H 1.754 2.588 1.243
H 0.821 0.102 -2.767
H -5.350 1.007 1.712
H 1.718 -6.311 -0.350
H -0.057 3.324 -2.037
H 2.833 -3.577 -3.785
H 1.817 -4.206 0.958
H -0.199 -6.714 -1.907
H -0.833 7.449 -1.005
H -1.761 3.349 1.096
H -1.220 -2.939 2.327
H -4.219 3.027 0.759
H -1.962 -4.962 -2.187
H 1.518 4.977 1.659
H 3.665 -1.641 -0.018
*
```

Output
max |F|: 3.30 eV Å⁻¹
electronic energy: -2575.593330 Eh
frontier orbital gap: 0.1535 Ha
LUMO level: -3.2 eV

Löwdin atomic charge list, values in e, 8 entries:
1. S 0.606
2. S 0.632
3. F 0.048
4. F 0.051
5. F 0.050
6. F 0.049
7. O -0.327
8. O -0.292


Question: The highest electronic energy belongs to which entry?
Answer: C28H20F4O4S2


Question: Look up the max |F| of the third one.
Answer: 0.88 eV Å⁻¹